A gas-phase ion, C13H24BN4O2 (charge +1), computed with ωB97M-V/def2-TZVPD.

The geometry in ORCA input format:
```
! wB97M-V def2-TZVPD RIJCOSX def2/J DEFGRID3
* xyz 1 1
C 5.667 0.030 1.968
C 5.145 -0.010 0.880
C 4.456 -0.270 -0.434
C 3.673 -1.601 -0.320
C 2.374 -1.513 0.518
C 1.395 -0.429 0.088
N 0.581 0.253 0.996
C -0.206 1.112 0.352
C -1.227 1.953 1.114
C -2.373 0.934 1.551
C -3.802 1.554 1.483
C -4.848 0.452 1.080
O -4.538 -0.789 1.695
C -4.250 -1.814 0.753
N 0.052 1.057 -0.942
N -0.594 1.843 -1.887
C 1.051 0.090 -1.140
B 1.618 -0.325 -2.578
N 0.758 -1.036 -3.534
O 2.910 -0.070 -2.950
H 5.794 0.095 3.038
H 3.859 0.591 -0.761
H 5.269 -0.442 -1.165
H 3.409 -2.000 -1.316
H 4.321 -2.363 0.149
H 2.650 -1.281 1.569
H 1.830 -2.476 0.562
H 0.566 0.131 2.001
H -0.789 2.332 2.050
H -1.685 2.728 0.485
H -2.139 0.461 2.518
H -2.349 0.127 0.788
H -3.826 2.380 0.754
H -4.108 1.873 2.496
H -5.823 0.830 1.449
H -4.963 0.366 -0.018
H -5.175 -2.372 0.500
H -3.801 -1.451 -0.189
H -3.566 -2.546 1.220
H -0.867 2.736 -1.480
H 0.037 2.077 -2.655
H -0.184 -1.022 -3.148
H 1.091 -2.003 -3.548
H 3.025 -0.209 -3.901
*
```

Output
**SMILES**: C#CCCCc1[nH]c(CCCCOC)[n+](N)c1B(N)O
**HOMO level**: -12.31 eV
**LUMO**: -0.09517 Eh
**Gap between HOMO and LUMO**: 9.720 eV

natural (NBO) population analysis, charges in e, atoms 1 to 4:
1. C -0.238
2. C -0.032
3. C -0.482
4. C -0.380